[1]
The following is a DFT calculation (ωB97M-V with the def2-TZVPD basis set) of C48H44FN4O3PTi as an isolated structure.

Geometry as XYZ:
```
102
Properties=species:S:1:pos:R:3:forces:R:3:lowdin_spin:R:1
Ti -0.1780 0.0409 -0.2919 1.87 -0.27 -0.19 1.51
O -3.8687 1.0563 1.2997 0.02 -0.06 0.00 0.01
C -2.7783 0.6183 1.0006 0.04 0.10 -0.04 0.00
N -1.8308 1.1343 0.1496 -1.21 0.76 0.15 0.00
C -2.0428 2.3422 -0.4815 -0.10 -0.15 0.31 0.02
O -2.8221 3.2249 -0.1831 0.03 0.00 -0.13 0.04
C -1.1278 2.4779 -1.6617 -0.01 -0.08 -0.09 0.06
C -1.3867 3.4530 -2.6097 0.04 0.06 0.07 -0.01
C -0.5948 3.5308 -3.7391 0.12 -0.15 0.04 0.07
C 0.4401 2.6056 -3.8650 -0.10 0.15 -0.08 0.00
C 0.6373 1.6634 -2.8827 0.06 -0.16 0.16 0.05
N -0.1283 1.5634 -1.7713 -0.23 0.86 -0.55 0.04
C -2.2886 -0.6843 1.5901 0.08 0.11 0.03 0.03
C -2.9449 -1.2570 2.6633 -0.05 0.03 0.01 0.00
C -2.3584 -2.3321 3.3064 0.06 -0.02 -0.07 0.03
C -1.1328 -2.7896 2.8416 -0.06 -0.02 0.02 0.00
C -0.5690 -2.1914 1.7302 -0.04 -0.07 -0.09 0.03
N -1.1354 -1.1615 1.0938 -0.81 -0.80 1.17 0.01
H -2.2152 4.1213 -2.4216 -0.01 0.01 0.00 0.00
H -0.7745 4.2747 -4.5018 -0.01 0.03 -0.02 0.00
H 1.0944 2.6094 -4.7251 0.02 -0.01 -0.02 0.00
H 1.4379 0.9435 -2.9874 -0.03 0.02 0.02 0.00
H -3.8795 -0.8145 2.9780 0.00 -0.01 0.02 0.00
H -2.8331 -2.7990 4.1588 -0.01 0.01 0.02 0.00
H -0.6220 -3.6092 3.3269 0.02 -0.02 -0.01 0.00
H 0.3710 -2.5317 1.3208 0.00 0.01 0.00 0.00
C 1.1336 -5.0046 1.0816 -0.02 0.05 0.02 0.00
C 1.4785 -4.2374 -0.2063 0.03 0.03 -0.01 0.00
C 2.6730 -4.9477 -0.8559 -0.04 0.10 -0.01 0.00
C 0.2690 -4.1496 -1.1297 0.01 0.04 0.00 0.00
C -0.3716 -5.3533 -1.4065 -0.03 0.03 -0.05 0.00
C -1.4822 -5.4117 -2.2230 0.00 0.00 0.00 0.00
C -1.9495 -4.2420 -2.7900 -0.02 0.00 0.01 0.00
C -1.3403 -3.0119 -2.5574 -0.02 -0.06 0.00 0.00
C -1.9132 -1.8317 -3.3302 0.00 0.03 -0.02 0.00
C -0.8962 -1.2323 -4.3027 -0.01 0.03 0.04 0.00
C -2.5125 -0.7759 -2.4082 0.15 -0.24 -0.01 0.01
C -0.2234 -2.9452 -1.6924 0.05 -0.05 0.06 0.00
N 0.4280 -1.7014 -1.4054 0.32 -0.27 -0.31 0.02
C 1.6529 -1.5660 -2.0139 -0.05 -0.09 -0.01 0.01
C 2.1429 -2.3096 -3.1084 0.01 -0.07 0.04 0.00
C 3.3861 -2.0611 -3.6677 0.05 -0.03 0.05 0.00
C 4.2212 -1.0634 -3.1802 -0.05 0.00 0.00 0.00
C 3.7691 -0.2881 -2.1185 -0.03 0.00 -0.04 0.00
C 2.5358 -0.5669 -1.5929 0.01 0.12 0.02 0.00
F 2.0479 0.2744 -0.5956 0.25 -0.22 -0.09 0.02
H 1.8201 -4.7327 1.8865 0.03 -0.01 0.01 0.00
H 1.2318 -6.0799 0.9248 -0.02 -0.02 0.01 0.00
H 0.1135 -4.8159 1.4094 -0.02 0.01 0.04 0.00
H 1.7967 -3.2235 0.0502 -0.03 0.00 -0.01 0.00
H 2.3732 -5.9280 -1.2310 0.00 -0.02 0.00 0.00
H 3.4593 -5.1002 -0.1138 0.04 0.00 0.03 0.00
H 3.0946 -4.3788 -1.6783 0.01 0.08 -0.13 0.00
H 0.0097 -6.2658 -0.9653 0.01 -0.03 0.01 0.00
H -1.9717 -6.3555 -2.4230 -0.01 -0.02 -0.01 0.00
H -2.8074 -4.2761 -3.4503 -0.03 0.00 -0.02 0.00
H -2.7280 -2.2383 -3.9373 0.03 0.00 0.01 0.00
H -0.0282 -0.8344 -3.7790 -0.06 0.00 -0.03 0.00
H -1.3515 -0.4183 -4.8701 -0.02 0.02 -0.03 0.00
H -0.5480 -1.9884 -5.0082 0.02 0.00 -0.01 0.00
H -1.7418 -0.5119 -1.6899 -0.33 0.17 -0.09 0.01
H -3.3696 -1.1606 -1.8534 0.02 0.00 0.01 0.00
H -2.8101 0.1262 -2.9455 0.01 0.00 -0.01 0.00
H 1.5133 -3.0856 -3.5230 0.01 -0.04 0.01 0.00
H 3.7091 -2.6642 -4.5064 0.00 -0.01 -0.03 0.00
H 5.1861 -0.8731 -3.6262 0.04 0.00 -0.01 0.00
H 4.3437 0.5363 -1.7183 0.01 0.01 0.01 0.00
O 0.6928 0.7281 1.7206 -0.21 0.13 -0.32 0.02
P 2.0254 1.1849 2.2283 0.07 -0.03 0.03 0.00
C 3.2794 -0.0942 2.0258 -0.02 -0.02 0.09 0.00
C 4.4159 0.0301 1.2367 0.00 0.00 0.03 0.00
C 5.2581 -1.0586 1.0551 -0.01 0.01 0.00 0.00
C 4.9639 -2.2722 1.6554 -0.02 0.02 0.00 0.00
C 3.8266 -2.4035 2.4431 0.02 -0.02 -0.01 0.00
C 2.9851 -1.3203 2.6264 0.02 0.04 0.02 0.00
C 2.5662 2.6947 1.4164 0.01 -0.01 -0.03 0.00
C 1.6950 3.2661 0.4942 -0.02 -0.03 0.01 0.00
C 2.0462 4.4380 -0.1594 0.02 -0.01 0.00 0.00
C 3.2649 5.0407 0.1127 -0.01 -0.01 0.00 0.00
C 4.1292 4.4842 1.0485 0.00 0.00 -0.01 0.00
C 3.7815 3.3145 1.7030 -0.06 0.02 0.04 0.00
C 1.9330 1.5413 3.9893 0.03 0.00 -0.03 0.00
C 3.0396 1.4313 4.8269 -0.03 0.00 0.00 0.00
C 2.9312 1.7849 6.1634 0.01 -0.01 0.00 0.00
C 1.7200 2.2417 6.6631 -0.01 0.01 -0.01 0.00
C 0.6128 2.3433 5.8317 0.02 -0.01 0.00 0.00
C 0.7166 1.9954 4.4944 0.00 -0.03 -0.01 0.00
H 4.6324 0.9661 0.7387 0.00 0.03 0.02 0.00
H 6.1347 -0.9620 0.4290 0.02 0.00 -0.02 0.00
H 5.6161 -3.1214 1.5030 0.02 -0.03 0.00 0.00
H 3.5976 -3.3516 2.9110 -0.01 -0.02 0.01 0.00
H 2.0892 -1.4197 3.2298 0.01 -0.02 0.01 0.00
H 0.7423 2.7896 0.2939 0.09 0.04 0.04 0.00
H 1.3653 4.8742 -0.8778 -0.02 0.01 -0.02 0.00
H 3.5422 5.9526 -0.3984 0.01 0.03 -0.01 0.00
H 5.0717 4.9661 1.2698 0.02 0.01 0.01 0.00
H 4.4480 2.8961 2.4477 0.03 -0.03 0.00 0.00
H 3.9798 1.0553 4.4420 0.02 0.00 -0.01 0.00
H 3.7887 1.6960 6.8170 0.01 0.00 0.00 0.00
H 1.6372 2.5150 7.7065 0.00 0.00 0.02 0.00
H -0.3321 2.6921 6.2254 -0.02 0.01 0.00 0.00
H -0.1414 2.0613 3.8373 -0.02 0.01 -0.01 0.00
```
Forces are in eV/Å.

Results
Gap between HOMO and LUMO (spin up / spin down) (eV): 5.51 / 7.43
Highest occupied orbital energy (spin up / spin down) (eV): -5.245 / -7.207
⟨S²⟩: 2.02
Maximum force (eV Å⁻¹): 1.9
DFT total energy (eV): -97719.381
Molecular weight (u): 822.744
2S+1: 3



[2]
The following is a DFT calculation (ωB97M-V with the def2-TZVPD basis set) of C48H44GeN7Pt as an isolated structure.

Geometry as XYZ:
```
101
Properties=species:S:1:pos:R:3:forces:R:3:lowdin_charge:R:1
Pt 0.4709 -0.3939 -0.2314 -0.05 0.27 -0.12 1.25
N -2.2292 2.7458 0.6517 0.00 0.02 0.00 0.17
C -1.8246 1.5543 0.2453 -0.04 0.01 0.05 -0.13
N -0.8725 0.8716 0.8275 0.18 0.03 0.08 -0.03
C -0.1158 1.4708 1.8372 0.01 -0.04 -0.03 -0.29
N 0.9414 0.9025 2.3078 -0.04 0.01 0.02 0.09
N 1.2296 -0.3132 1.6764 -0.09 0.04 0.09 -0.15
C 1.8506 -1.1435 2.4239 0.03 -0.06 -0.11 -0.04
C 2.1247 -2.5517 2.1010 -0.03 0.07 0.02 -0.28
C 2.9701 -3.2629 2.9443 0.03 0.00 0.00 -0.01
C 3.1499 -4.6190 2.7162 -0.03 0.00 -0.03 -0.04
C 2.4628 -5.2087 1.6708 0.03 0.01 0.01 -0.03
C 1.6393 -4.4116 0.8814 0.07 0.02 -0.06 -0.12
N 1.4729 -3.1120 1.0782 -0.05 -0.06 0.02 0.10
C -0.5065 2.7944 2.3097 0.00 -0.01 -0.01 -0.09
C 0.1920 3.4703 3.3126 0.00 0.00 -0.01 0.00
C -0.1685 4.7547 3.6559 -0.01 0.01 0.00 -0.05
C -1.2275 5.3857 2.9997 0.00 -0.01 0.00 -0.04
C -1.9300 4.7331 2.0089 -0.01 0.00 -0.01 0.00
C -1.5636 3.4358 1.6710 0.01 -0.02 0.01 -0.16
H -2.9432 3.2247 0.1235 0.00 -0.01 -0.01 0.16
H -2.3289 1.1069 -0.6028 -0.02 0.02 -0.01 0.15
H 2.1348 -0.7884 3.4103 0.01 0.01 0.00 0.14
H 3.4694 -2.7635 3.7643 0.00 0.00 0.00 0.12
H 3.8013 -5.2026 3.3522 0.00 0.00 0.00 0.12
H 2.5515 -6.2664 1.4663 0.00 0.00 0.00 0.11
H 1.0869 -4.8440 0.0542 0.00 -0.01 0.01 0.11
H 1.0173 2.9695 3.7987 0.00 0.00 0.00 0.12
H 0.3726 5.2789 4.4312 0.00 0.00 0.00 0.11
H -1.4992 6.3981 3.2660 0.00 0.00 0.00 0.12
H -2.7445 5.2213 1.4884 0.00 0.00 0.00 0.12
C -2.0199 5.0270 -3.7308 0.02 0.01 0.01 -0.08
C -2.0406 4.5998 -2.2608 0.01 -0.02 -0.01 -0.22
C -0.7306 4.8613 -1.5494 -0.04 0.02 0.00 -0.18
C -0.4804 6.1723 -1.1514 0.05 0.03 0.03 -0.05
C 0.6698 6.5114 -0.4630 -0.05 -0.01 -0.04 -0.07
C 1.5929 5.5240 -0.1572 0.02 -0.03 -0.02 -0.04
C 1.3879 4.2028 -0.5312 0.04 0.02 -0.02 -0.15
C 2.3882 3.1404 -0.1188 -0.02 -0.03 0.00 -0.20
C 3.8598 3.4832 -0.3705 0.00 0.00 -0.01 -0.08
C 0.2173 3.8681 -1.2425 0.00 0.00 -0.01 -0.18
N -0.0258 2.4985 -1.4670 -0.01 -0.01 0.02 0.08
C -0.4499 2.0605 -2.5887 0.07 0.04 -0.04 -0.12
C -0.7971 0.6860 -2.8243 -0.18 -0.01 0.09 -0.33
C -1.4848 0.2009 -3.9278 0.01 0.02 -0.06 -0.06
C -1.6087 -1.1874 -3.7711 -0.01 0.03 0.00 -0.08
C -0.9841 -1.4977 -2.5776 0.05 0.00 0.01 -0.17
N -0.5099 -0.3691 -1.9839 0.19 -0.17 -0.08 -0.17
H -2.9581 4.7785 -4.2277 -0.01 0.01 0.00 0.08
H -1.2048 4.5428 -4.2715 -0.01 0.00 -0.01 0.06
H -1.8657 6.1033 -3.8126 0.01 0.00 0.00 0.08
H -2.3221 3.5461 -2.1977 0.01 -0.01 0.00 0.09
H -2.8248 5.1695 -1.7517 -0.02 0.00 0.00 0.11
H -1.2150 6.9363 -1.3823 0.00 0.00 0.00 0.12
H 0.8438 7.5349 -0.1579 -0.01 0.00 0.00 0.11
H 2.4846 5.7872 0.3985 -0.01 0.00 -0.01 0.11
H 2.1345 2.2067 -0.6234 0.01 -0.02 0.04 0.07
H 2.2531 2.9447 0.9503 -0.01 0.03 0.03 0.10
H 4.1502 3.3090 -1.4079 -0.03 0.07 0.00 0.06
H 4.5081 2.8655 0.2522 0.00 -0.03 -0.03 0.08
H 4.0853 4.5247 -0.1451 0.01 -0.02 0.05 0.06
H -0.5712 2.7102 -3.4589 -0.01 -0.01 0.01 0.12
H -1.8300 0.8019 -4.7551 0.00 0.00 0.00 0.11
H -2.0836 -1.8845 -4.4410 0.00 0.00 0.00 0.10
H -0.8348 -2.4619 -2.1167 -0.02 0.01 -0.01 0.10
C 2.0823 -0.8664 -1.0241 0.03 -0.10 0.12 -0.26
Ge 2.9107 -0.6933 -2.8309 -0.09 -0.09 -0.05 0.98
C 2.2514 0.7098 -3.9931 -0.02 0.02 0.06 -0.28
C 1.5400 0.4122 -5.1526 0.03 -0.04 -0.01 -0.11
C 1.1261 1.4269 -6.0051 -0.01 0.01 0.00 -0.07
C 1.4103 2.7511 -5.7027 0.01 0.00 -0.01 -0.08
C 2.1089 3.0629 -4.5429 -0.01 0.00 0.00 -0.08
C 2.5264 2.0459 -3.6974 -0.03 0.01 -0.04 -0.13
C 4.7810 -0.3635 -2.3833 0.03 0.00 -0.02 -0.27
C 5.5290 0.6171 -3.0327 -0.01 0.00 0.02 -0.10
C 6.8645 0.8202 -2.7102 0.00 0.01 0.01 -0.07
C 7.4718 0.0415 -1.7368 0.00 0.00 0.00 -0.08
C 6.7447 -0.9512 -1.0939 0.00 0.00 0.00 -0.08
C 5.4113 -1.1509 -1.4181 0.00 -0.01 -0.01 -0.12
C 2.6490 -2.4800 -3.5541 0.03 0.02 -0.01 -0.27
C 2.9971 -2.7633 -4.8739 0.05 -0.01 0.02 -0.10
C 2.8720 -4.0499 -5.3773 -0.01 -0.01 0.00 -0.07
C 2.4034 -5.0718 -4.5638 0.00 0.00 0.00 -0.08
C 2.0575 -4.8033 -3.2476 -0.02 0.00 0.03 -0.08
C 2.1774 -3.5143 -2.7469 -0.03 0.00 -0.07 -0.11
H 2.8618 -1.1669 -0.3098 -0.04 -0.02 0.02 -0.02
H 1.2891 -0.6151 -5.3884 0.00 0.00 0.00 0.10
H 0.5770 1.1817 -6.9053 0.00 0.00 0.00 0.11
H 1.0914 3.5400 -6.3724 0.00 0.00 0.00 0.11
H 2.3282 4.0944 -4.2956 0.00 0.00 0.00 0.11
H 3.0652 2.3031 -2.7947 0.02 -0.01 0.01 0.07
H 5.0745 1.2279 -3.8033 -0.01 0.00 0.00 0.09
H 7.4314 1.5851 -3.2251 0.00 0.00 0.00 0.11
H 8.5125 0.1997 -1.4861 0.00 0.00 0.00 0.11
H 7.2192 -1.5747 -0.3470 0.00 0.00 0.00 0.10
H 4.8707 -1.9520 -0.9225 -0.01 0.00 0.00 0.09
H 3.3779 -1.9789 -5.5188 0.01 0.00 0.00 0.11
H 3.1452 -4.2563 -6.4039 0.00 0.00 0.00 0.11
H 2.3087 -6.0760 -4.9556 0.00 0.00 0.00 0.11
H 1.6925 -5.6016 -2.6129 -0.01 0.00 0.00 0.10
H 1.8869 -3.3156 -1.7202 0.00 0.01 0.03 0.06
```
Forces are in eV/Å.

Results
Gap between HOMO and LUMO (eV): 6.01
Highest occupied orbital energy (eV): -9.793
Maximum force (eV Å⁻¹): 0.3
DFT total energy (eV): -120677.323
Total charge: +1
Molecular weight (u): 986.617
ΔE to the lowest compared entry with this formula, charge and spin (kJ/mol): 0.0



Which value of molecular weight does entry 2 give?
986.617 u